2 unconnected molecules or ions with the total composition C6H14Br3N3O2PS, computed with ωB97M-V/def2-TZVPD.

LUMO	-3.539	eV
energy	-9013.22443	Ha
HOMO energy	-11.749	eV
total charge	+1

CARTESIAN COORDINATES (ANGSTROEM)
N 1.585 -1.314 -0.108
C 0.508 -0.698 -0.608
N -0.290 0.034 0.163
C -1.269 0.915 -0.502
C -1.928 0.308 -1.766
P -3.795 0.315 -1.816
O -4.297 0.473 -0.302
O -4.301 -1.119 -2.292
S -4.383 1.699 -2.976
C -1.258 -1.014 -2.150
Br -1.830 -2.575 -1.115
N 0.180 -0.846 -1.914
H 1.756 -2.286 -0.319
H 2.228 -0.832 0.508
H 0.218 0.510 0.907
H -2.004 1.268 0.220
H -0.717 1.807 -0.812
H -1.704 1.023 -2.559
H -3.756 0.053 0.382
H -4.363 -1.776 -1.582
H -1.422 -1.216 -3.204
H 0.740 -1.581 -2.336
Br 4.493 -0.987 1.970
C 4.320 0.880 2.490
C 3.401 1.063 3.666
Br 1.522 0.825 3.192
H 3.973 1.416 1.612
H 5.323 1.215 2.742
H 3.482 2.080 4.043
H 3.588 0.358 4.469

A molecular structure, C6H14Br6N4O8, computed with ωB97M-V/def2-TZVPD.

LUMO	-0.749	eV
energy	-16501.59167	Ha
HOMO energy	-10.229	eV

CARTESIAN COORDINATES (ANGSTROEM)
C -1.367 3.162 -4.270
N -0.762 1.870 -3.890
O -1.416 0.842 -4.091
O 0.502 1.892 -3.701
H -0.549 3.793 -4.618
H -1.725 3.448 -3.281
H -2.133 2.989 -5.027
C 2.729 -2.059 2.171
N 2.185 -0.817 2.864
O 1.642 0.030 2.216
O 2.375 -0.738 4.092
H 2.029 -2.787 2.582
H 3.763 -2.115 2.511
H 2.846 -1.825 1.113
C -2.682 0.899 2.601
N -2.866 2.279 1.990
O -3.352 2.332 0.912
O -2.305 3.198 2.579
H -3.553 0.778 3.245
H -1.742 0.866 3.153
H -2.624 0.105 1.856
C 1.894 2.499 -0.857
N 2.718 1.449 -0.346
O 3.607 1.754 0.489
O 2.423 0.318 -0.691
H 2.239 2.697 -1.872
H 1.864 3.309 -0.128
H 0.903 2.045 -0.842
C -0.093 -1.281 -1.533
Br -1.197 -0.199 -0.353
Br -1.269 -2.157 -2.866
Br 1.031 -2.601 -0.682
H 0.501 -0.541 -2.070
C -1.010 -5.032 1.247
Br -0.886 -3.922 2.817
Br -2.585 -4.503 0.103
Br -1.075 -6.972 1.867
H -0.060 -5.005 0.713

2 unconnected molecules or ions with the total composition C6H14BrIN, computed with ωB97M-V/def2-TZVPD.

LUMO (alpha / beta)	-5.756 / -6.453	eV
energy	-3163.07166	Ha
HOMO energy (alpha / beta)	-13.889 / -13.200	eV
total charge	+1

CARTESIAN COORDINATES (ANGSTROEM)
C -1.296 -0.035 -2.617
C 1.050 1.442 0.779
C 1.243 -1.002 0.516
C -0.081 -0.058 2.195
C -0.153 -0.090 -1.542
C -0.757 0.000 -0.166
N 0.380 0.174 0.810
Br -1.879 -2.671 0.172
I -2.452 1.261 0.092
H -2.157 -0.490 -2.157
H -0.920 -0.477 -3.479
H -1.520 0.975 -2.823
H 1.642 1.694 1.768
H 1.706 1.254 -0.051
H 0.291 2.211 0.796
H 0.734 -1.850 0.329
H 1.909 -0.800 -0.391
H 1.968 -1.077 1.316
H 0.680 0.114 2.956
H -0.846 0.661 2.360
H -0.455 -0.999 2.363
H 0.585 0.863 -1.593
H 0.330 -1.099 -1.632

2 unconnected molecules or ions with the total composition C6H14BrPS, computed with ωB97M-V/def2-TZVPD.

LUMO (alpha / beta)	-1.599 / -3.603	eV
energy	-3550.46182	Ha
HOMO energy (alpha / beta)	-9.163 / -7.809	eV

CARTESIAN COORDINATES (ANGSTROEM)
C 0.221 2.443 0.008
C -1.504 1.805 1.607
C -0.807 -1.896 -1.322
C 1.661 -2.237 -0.702
C -0.764 1.328 0.388
C 0.464 -1.196 -0.762
P 0.017 -0.298 0.817
S -1.106 -1.352 1.971
Br 4.113 0.470 0.023
H 0.454 2.437 -1.010
H -0.349 3.411 0.229
H 0.893 2.448 0.833
H -2.299 1.172 1.894
H -1.890 2.763 1.499
H -0.862 1.732 2.485
H -0.702 -2.288 -2.345
H -1.122 -2.687 -0.566
H -1.506 -1.022 -1.407
H 1.398 -2.933 0.078
H 2.740 -1.905 -0.385
H 1.632 -2.647 -1.612
H -1.550 0.948 -0.297
H 0.869 -0.497 -1.424

A molecular structure, C6H14CeN3, computed with ωB97M-V/def2-TZVPD.

LUMO	-3.878	eV
energy	-875.96847	Ha
HOMO energy	-11.395	eV
total charge	+1

CARTESIAN COORDINATES (ANGSTROEM)
C -0.406 -1.809 -2.297
Ce -0.446 0.325 -1.678
N -0.620 2.623 -1.367
H -1.331 0.552 -3.199
H -1.547 2.790 -0.989
H 0.725 0.455 -3.025
H -0.598 -1.892 -3.356
H -1.240 -2.117 -1.660
H 0.566 -2.161 -1.972
H 0.099 2.939 -0.726
H -0.523 3.071 -2.270
N 2.038 0.680 0.425
C 1.037 0.064 1.143
C 1.186 -0.272 2.489
C 0.148 -0.897 3.170
C -1.049 -1.185 2.508
C -1.181 -0.840 1.171
N -0.143 -0.215 0.493
H 1.945 0.926 -0.568
H 2.923 0.904 0.859
H 2.122 -0.045 2.991
H 0.264 -1.165 4.214
H -1.866 -1.676 3.026
H -2.102 -1.056 0.617

2 unconnected molecules or ions with the total composition C6H14Cl2INP, computed with ωB97M-V/def2-TZVPD.

LUMO	2.490	eV
energy	-1851.14895	Ha
HOMO energy	-2.650	eV
total charge	-1

CARTESIAN COORDINATES (ANGSTROEM)
C 1.062 0.594 1.289
C 0.019 -0.492 0.902
I 0.951 -2.471 1.242
C -1.248 -0.465 1.805
C -2.089 0.805 1.587
P -3.772 0.400 1.030
N -4.632 -0.601 1.990
H 2.054 0.129 1.351
H 0.866 1.060 2.260
H 1.147 1.350 0.498
H -0.256 -0.409 -0.153
H -0.891 -0.475 2.850
H -1.786 -1.418 1.651
H -2.234 1.274 2.577
H -3.703 -0.168 -0.289
H -4.446 1.660 0.951
H -4.869 -1.385 1.380
Cl 3.647 -0.639 -0.990
C 3.370 -0.571 -2.749
C 2.714 0.718 -3.190
Cl 1.028 0.850 -2.638
H 2.773 -1.437 -3.028
H 4.347 -0.660 -3.224
H 2.692 0.763 -4.279
H 3.257 1.586 -2.821

2 unconnected molecules or ions with the total composition C6H14Cl2Si2, computed with ωB97M-V/def2-TZVPD.

LUMO	0.435	eV
SMILES	C[Si](C)(Cl)Cl.C=C=[Si](C)C
energy	-1736.37325	Ha
HOMO energy	-7.617	eV

CARTESIAN COORDINATES (ANGSTROEM)
C 1.177 -1.663 -1.171
Si 0.228 -0.324 -2.126
C 0.176 -0.754 -3.943
Cl 1.288 1.324 -1.473
Cl -1.611 -0.257 -1.470
H 2.231 -1.649 -1.693
H 1.078 -1.372 -0.077
H 0.842 -2.684 -1.320
H -0.454 -1.588 -4.246
H -0.196 0.036 -4.695
H 1.249 -0.968 -4.374
C 2.104 1.734 2.529
C 1.018 1.107 2.110
Si -0.620 0.531 2.264
C -1.885 1.808 1.539
C -1.330 -1.218 2.148
H 2.237 2.142 3.542
H 2.751 2.043 1.799
H -1.556 2.697 2.195
H -1.736 2.016 0.487
H -2.940 1.670 1.755
H -0.380 -1.810 1.973
H -1.791 -1.685 2.943
H -1.882 -1.135 1.304

A molecular structure, C6H14ClFMgNb, computed with ωB97M-V/def2-TZVPD.

LUMO	-7.902	eV
energy	-1053.29216	Ha
HOMO energy	-9.657	eV
total charge	+1

CARTESIAN COORDINATES (ANGSTROEM)
C -0.708 1.207 4.246
C -0.604 1.678 2.806
C -0.454 0.443 1.693
Nb 0.579 1.063 -0.242
F 1.565 1.593 -2.091
C 0.897 -1.202 -0.657
Cl 2.659 -1.698 -0.349
C 0.355 -1.579 -2.167
C -1.276 -1.928 -2.161
H 0.307 0.872 4.773
H -1.727 1.108 4.821
H -0.597 2.821 2.503
H 0.193 -0.377 2.223
H -1.520 0.021 1.455
H 2.241 1.155 0.551
H 0.384 2.849 0.101
H -0.989 1.074 -1.184
H 0.217 -1.807 0.110
H 0.907 -2.489 -2.662
H 0.469 -0.606 -2.836
H -1.497 -3.034 -1.846
H -1.617 -1.839 -3.300
H -1.899 -1.136 -1.536
Mg 2.115 1.809 -4.254

A molecular structure, C6H14ClN2O2Zr, computed with ωB97M-V/def2-TZVPD.

LUMO	-15.863	eV
energy	-1002.95001	Ha
HOMO energy	-18.506	eV
total charge	+3

CARTESIAN COORDINATES (ANGSTROEM)
Zr 4.963 24.435 27.954
Cl 4.491 23.952 25.434
C 3.988 18.896 22.358
C 4.083 20.028 23.381
O 4.777 19.848 24.402
N 3.521 21.227 23.258
C 2.554 21.675 22.266
H 4.965 18.429 22.257
H 3.693 19.420 21.445
H 3.236 18.158 22.631
H 3.749 21.862 24.010
H 1.805 22.281 22.780
H 2.043 20.870 21.747
H 3.076 22.361 21.598
C 1.743 21.654 27.056
C 1.982 22.666 28.131
O 3.082 23.322 28.105
N 0.985 22.934 28.933
C 1.063 23.807 30.101
H 2.554 20.922 27.145
H 1.924 22.007 26.040
H 0.794 21.126 27.000
H 0.185 22.311 28.991
H 1.805 24.584 29.912
H 1.381 23.193 30.943
H 0.170 24.396 30.298

C6H14ClN2P in the gas phase, computed with ωB97M-V/def2-TZVPD.

⟨S²⟩	2.0144
2S+1	3
LUMO (alpha / beta)	0.804 / -1.231	eV
energy	-1147.88037	Ha
HOMO energy (alpha / beta)	-6.388 / -8.115	eV

CARTESIAN COORDINATES (ANGSTROEM)
C -1.262 3.190 -1.313
C -0.845 0.601 0.717
C 0.886 -0.233 -0.947
C 0.197 -0.610 0.449
C -0.596 -1.874 0.239
C 1.256 -0.651 1.509
N -1.900 0.788 -0.234
N 0.145 -0.433 -2.203
P -1.481 1.526 -1.694
Cl -2.808 1.156 -3.094
H -1.064 3.648 -2.244
H -0.711 3.188 -0.427
H -1.244 0.399 1.687
H -0.099 1.462 0.810
H 1.262 0.879 -0.914
H 1.595 -0.982 -1.073
H -1.020 -2.008 -0.709
H -1.413 -1.758 0.918
H -0.052 -2.944 0.431
H 1.900 0.242 1.544
H 1.928 -1.475 1.414
H 0.925 -0.687 2.554
H -2.330 -0.207 -0.495
H 0.519 0.036 -3.047

A molecular structure, C6H14ClO10Zr, computed with ωB97M-V/def2-TZVPD.

LUMO	-5.824	eV
energy	-1496.46078	Ha
HOMO energy	-8.970	eV
total charge	+1

CARTESIAN COORDINATES (ANGSTROEM)
Zr -0.209 1.688 -0.515
C 0.363 -4.071 0.296
C 0.092 -4.426 1.684
C -0.040 -3.188 2.753
O -0.319 -3.417 3.931
C 0.288 -1.818 2.265
C 0.339 -1.637 0.911
C 0.337 -2.775 -0.117
O 0.463 -2.587 -1.340
O 0.451 -0.340 0.647
O 0.228 -5.566 2.057
H 0.569 -4.928 -0.328
H 0.358 -1.032 3.003
Cl -0.668 4.400 -0.290
O 0.970 2.345 1.276
H 1.439 1.837 1.937
H 1.161 3.257 1.494
O -2.155 1.868 -1.408
H -2.541 2.716 -1.630
H -2.818 1.228 -1.667
O 0.163 2.726 -2.548
H -0.120 2.713 -3.462
H 0.844 3.397 -2.516
O -0.156 0.130 -2.150
H 0.143 -0.749 -1.919
H -0.496 0.043 -3.040
O 1.912 1.316 -1.132
H 2.701 1.042 -0.664
H 2.206 1.468 -2.030
O -1.616 1.526 1.186
H -2.336 0.901 1.269
H -1.552 1.934 2.049

A molecular structure, C6H14FN2, computed with ωB97M-V/def2-TZVPD.

LUMO	-3.468	eV
energy	-446.07205	Ha
HOMO energy	-13.645	eV
total charge	+1

CARTESIAN COORDINATES (ANGSTROEM)
C 0.704 1.391 0.110
C 0.041 -0.029 0.341
C -0.042 -0.642 -1.031
C 0.522 0.858 -2.166
C -1.096 0.004 2.710
C -1.205 -0.140 1.245
N 0.460 1.849 -1.249
N 0.824 -1.961 -1.184
F 1.796 0.435 -2.603
H 0.347 2.164 0.750
H 1.750 1.252 0.341
H 0.745 -0.675 0.796
H -1.129 -0.910 -1.308
H 0.026 1.001 -3.053
H -0.527 -0.912 3.117
H -1.883 -0.027 3.383
H -0.487 0.948 3.039
H -1.820 0.623 0.833
H -1.776 -1.076 1.051
H -0.203 2.619 -1.427
H 1.837 -1.766 -1.117
H 0.600 -2.306 -2.107
H 0.514 -2.700 -0.473

A molecular structure, C6H14I3NSi, computed with ωB97M-V/def2-TZVPD.

LUMO	-0.707	eV
energy	-1474.40733	Ha
HOMO energy	-8.854	eV

CARTESIAN COORDINATES (ANGSTROEM)
C 1.631 -1.017 1.647
C 1.853 -1.500 -0.963
C -1.359 1.047 -1.655
C -1.601 1.179 1.019
C 1.017 -0.972 0.221
C -0.911 0.494 -0.217
N 0.470 0.403 -0.003
Si 1.592 1.827 -0.490
I 0.873 4.131 0.195
I 2.174 2.066 -2.922
I 3.734 1.845 0.814
H 0.952 -1.576 2.246
H 2.625 -1.469 1.562
H 1.789 -0.034 2.049
H 2.339 -0.744 -1.643
H 1.225 -1.965 -1.617
H 2.739 -2.187 -0.680
H -1.057 2.030 -1.909
H -1.109 0.385 -2.469
H -2.567 1.056 -1.599
H -1.133 0.889 1.891
H -2.629 1.120 1.089
H -1.487 2.302 0.955
H 0.222 -1.797 0.325
H -1.369 -0.428 -0.284

A molecular structure, C6H14INO2S, computed with ωB97M-V/def2-TZVPD.

LUMO (alpha / beta)	-1.305 / -1.306	eV
energy	-1137.93851	Ha
HOMO energy (alpha / beta)	-8.579 / -8.579	eV

CARTESIAN COORDINATES (ANGSTROEM)
C 2.498 2.919 -0.093
C 2.030 1.072 -1.714
C -3.443 -1.641 -0.573
C -1.986 -2.243 1.467
C 2.804 1.383 -0.389
C -2.071 -2.218 -0.094
N 2.379 0.572 0.757
O -0.918 -0.505 -1.882
O 0.524 -1.920 -0.388
S -0.735 -0.955 -0.510
I 2.293 -1.288 0.566
H 2.954 3.453 -0.902
H 1.480 3.186 -0.084
H 2.754 3.249 0.891
H 2.386 0.088 -1.912
H 2.399 1.684 -2.526
H 0.951 1.084 -1.591
H -4.350 -2.195 -0.349
H -3.500 -0.746 -0.068
H -3.517 -1.337 -1.569
H -1.817 -1.226 1.734
H -1.117 -2.827 1.746
H -2.859 -2.635 1.956
H 3.910 1.349 -0.400
H -1.697 -3.144 -0.619

A molecular structure, C6H14N2, computed with ωB97M-V/def2-TZVPD.

LUMO	1.113	eV
energy	-346.35471	Ha
HOMO energy	-8.979	eV

CARTESIAN COORDINATES (ANGSTROEM)
C 0.355 1.728 0.894
N 0.571 0.244 0.905
C -0.235 -0.334 -0.595
C -0.541 -1.850 -0.515
C -2.022 -2.052 -0.216
C -2.836 -2.823 -0.937
C 1.721 2.428 0.918
N 2.427 2.112 -0.356
H -0.304 1.950 1.734
H -0.068 2.017 -0.082
H 0.959 -0.122 -0.023
H -1.017 0.387 -0.480
H 0.316 -0.153 -1.515
H -0.445 -2.184 -1.553
H 0.129 -2.404 0.134
H -2.432 -1.472 0.604
H -3.889 -2.858 -0.689
H -2.499 -3.466 -1.747
H 1.649 3.523 0.944
H 2.255 1.984 1.760
H 3.401 2.386 -0.321
H 2.431 1.098 -0.412

3 unconnected molecules or ions with the total composition C6H14N2, computed with ωB97M-V/def2-TZVPD.

LUMO (alpha / beta)	0.228 / 0.227	eV
energy	-346.33027	Ha
HOMO energy (alpha / beta)	-7.308 / -7.307	eV

CARTESIAN COORDINATES (ANGSTROEM)
C -1.769 0.698 -0.755
C -2.603 1.811 -0.225
N -0.645 0.823 -1.391
H -0.324 1.781 -1.508
H 0.299 0.088 -1.006
H -0.672 0.017 0.934
H -2.148 -0.313 -0.647
H -3.533 1.888 -0.795
H -2.080 2.769 -0.273
H -2.884 1.612 0.813
C 1.045 -2.165 -0.460
C 1.281 -0.697 -0.281
C 0.318 -0.042 1.428
C 2.480 -0.125 -0.397
N 0.407 -0.954 2.354
H 1.128 -0.733 3.039
H 0.779 0.953 1.511
H 0.348 -2.361 -1.282
H 0.598 -2.586 0.443
H 1.972 -2.708 -0.664
H 2.612 0.949 -0.311
H 3.391 -0.702 -0.528

C6H14N2 in the gas phase, computed with ωB97M-V/def2-TZVPD.

LUMO	1.132	eV
SMILES	C[C@H](N)CC/C=C/N
energy	-346.44689	Ha
HOMO energy	-7.815	eV

CARTESIAN COORDINATES (ANGSTROEM)
C -1.253 -0.808 -1.868
C -1.177 0.549 -1.176
N -1.765 1.674 -1.954
C 0.365 0.802 -0.768
C 0.550 1.005 0.711
C 0.741 -0.333 1.414
C 1.521 -0.538 2.493
N 1.461 -1.867 2.994
H -1.306 -0.889 -2.970
H -2.186 -1.380 -1.551
H -0.354 -1.401 -1.626
H -1.883 0.567 -0.339
H -2.483 1.154 -2.455
H -1.109 2.205 -2.606
H 0.844 1.639 -1.281
H 1.005 -0.007 -1.113
H -0.135 1.640 1.278
H 1.532 1.450 0.950
H 0.079 -1.084 1.034
H 2.117 0.238 2.939
H 2.021 -2.180 3.765
H 1.415 -2.437 2.131

C6H14N2 in the gas phase, computed with ωB97M-V/def2-TZVPD.

LUMO	0.917	eV
SMILES	C/C=C(\N)C(C)(C)N
energy	-346.50964	Ha
HOMO energy	-7.828	eV

CARTESIAN COORDINATES (ANGSTROEM)
C -2.460 -0.221 1.623
C -1.292 -0.540 0.742
C -0.325 0.315 0.353
N -0.315 1.631 0.790
C 0.801 -0.109 -0.642
C 2.106 0.690 -0.430
C 1.176 -1.604 -0.589
N 0.321 0.197 -2.004
H -2.158 -0.195 2.674
H -2.929 0.729 1.350
H -3.227 -0.994 1.511
H -1.290 -1.564 0.378
H -1.187 1.966 1.184
H 0.109 2.292 0.146
H 2.908 0.326 -1.085
H 1.987 1.757 -0.653
H 2.459 0.602 0.604
H 0.335 -2.262 -0.832
H 1.548 -1.879 0.404
H 1.968 -1.838 -1.312
H -0.084 1.132 -1.996
H -0.453 -0.431 -2.216

A molecular structure, C6H14N2, computed with ωB97M-V/def2-TZVPD.

LUMO (alpha / beta)	0.279 / 0.280	eV
energy	-346.36168	Ha
HOMO energy (alpha / beta)	-7.688 / -7.689	eV

CARTESIAN COORDINATES (ANGSTROEM)
C -0.058 -0.721 -0.109
C 0.824 0.267 -0.771
C -1.277 -1.070 -0.885
C 0.446 -1.710 0.885
C -0.892 0.795 1.303
N 2.238 0.169 -0.432
C 0.078 1.540 -0.259
N -0.808 2.202 -0.980
H 0.743 0.245 -1.863
H 2.757 0.890 -0.921
H 2.389 0.326 0.559
H -0.784 1.905 -1.956
H 0.737 2.050 0.450
H -1.775 -0.134 -1.192
H -1.961 -1.703 -0.316
H -1.006 -1.597 -1.808
H 1.278 -1.336 1.479
H 0.790 -2.613 0.365
H -0.358 -2.012 1.562
H -1.838 0.287 1.136
H -0.375 0.402 2.180
H -1.148 1.818 1.572

C6H14N2 in the gas phase, computed with ωB97M-V/def2-TZVPD.

LUMO	1.088	eV
SMILES	C=CC[C@H](N)CNC
energy	-346.47526	Ha
HOMO energy	-8.472	eV

CARTESIAN COORDINATES (ANGSTROEM)
C 2.790 -0.030 2.048
C 1.698 0.435 1.466
C 1.071 -0.210 0.252
C -0.435 -0.282 0.294
N -0.915 -1.125 1.357
C -1.015 -0.664 -1.077
N -0.950 0.313 -2.174
C -1.734 1.529 -1.950
H 3.110 0.449 2.967
H 3.263 -0.878 1.588
H 1.126 1.295 1.783
H 1.380 0.326 -0.657
H 1.475 -1.210 0.045
H -0.868 0.697 0.539
H -0.615 -2.088 1.202
H -1.924 -1.138 1.410
H -0.522 -1.528 -1.530
H -2.075 -0.891 -0.931
H 0.007 0.572 -2.361
H -2.796 1.250 -2.036
H -1.510 2.305 -2.668
H -1.689 1.894 -0.919

Let's list max |F| in order: 1.5, 4.6, 5.9, 5.4, 3.6, 2.6, 5.1, 2.9, 6.3, 4.1, 5.1, 5.4, 4.4, 2.7, 3.5, 2.2, 3.0, 1.4, 1.8, 1.5 eV/Å.